Here is a 8-piece molecular cluster, C41H84F8N2O11PS2 overall in a non-equilibrium geometry from the Open Molecules 2025 dataset. Energies are from wB97M-V/def2-TZVPD.

Each atom is followed by the atoms it is bonded to, with distances in Å.
Atoms and positions in Å:
1 S -1.81595 -1.35524 1.17537  P3 1.957
2 S -2.35990 3.22977 2.02570  O20 1.579, O22 1.545, C35 1.911, C61 1.862
3 P -1.43310 0.29175 0.18938  S1 1.957, C26 1.950, H81 1.439, H115 1.470
4 F 4.59230 4.06989 1.83727  C45 1.502
5 F -4.16338 1.06581 1.80798  C35 1.511
6 F -4.51548 4.27909 5.61654  C31 1.509
7 F -2.51613 0.81614 3.51456  C35 1.505
8 F -5.42731 1.24467 4.18601  C54 1.511
9 F -2.47167 3.04838 5.42350  C31 1.480
10 F -4.46789 2.04952 6.46584  C31 1.510
11 F -5.44199 3.44229 3.26340  C54 1.511
12 O 3.01170 2.55934 7.61740  C30 1.425, C55 1.425
13 O -5.08514 -1.94058 -1.18334  C42 1.425, C60 1.425
14 O -0.10181 4.70443 4.64129  C28 1.471, C50 1.480
15 O 4.71466 7.67701 -0.11107  C27 1.425, C49 1.425
16 O -2.64419 -8.58485 -4.83165  C32 1.425, C40 1.425
17 O 3.26693 -1.43506 1.21562  C57 1.359
18 O -1.83949 -3.36732 -6.98270  C47 1.425, C64 1.425
19 O 7.69915 -2.79585 1.85986  C34 1.425, C36 1.425
20 O -2.86302 3.50903 0.55529  S2 1.579
21 O -2.30414 1.25902 -5.72115  C29 1.425, C53 1.425
22 O -2.68512 4.50977 2.82666  S2 1.545
23 N 1.31732 0.93065 0.93137  N24 1.359, C26 1.488
24 N 2.29384 1.67043 1.51971  N23 1.359, C41 1.548, C51 1.508
25 C 5.60621 -2.86026 3.15127  C34 1.518, H66 1.095, H101 1.094, H147 1.094
26 C -0.08850 1.40105 1.06298  P3 1.950, N23 1.488, C61 1.674
27 C 5.89786 7.95751 -0.85484  O15 1.425, C39 1.518, H83 1.095, H88 1.095
28 C 0.43978 5.04296 3.31609  O14 1.471, C46 1.636, H140 1.168, H142 1.194
29 C -3.34075 1.64771 -4.82445  O21 1.425, C44 1.518, H76 1.095, H78 1.095
30 C 1.67045 3.04145 7.63862  O12 1.425, C58 1.518, H85 1.095, H114 1.095
31 C -3.94266 2.91008 5.34157  F6 1.509, F9 1.480, F10 1.510, C54 1.638
32 C -3.66068 -7.64392 -5.16496  O16 1.425, C62 1.518, H123 1.095, H125 1.095
33 C 3.20881 2.05547 10.01708  C55 1.518, H102 1.094, H117 1.094, H138 1.095
34 C 6.27562 -2.81554 1.78911  O19 1.425, C25 1.518, H69 1.095, H127 1.095
35 C -3.38863 1.84373 2.84648  S2 1.911, F5 1.511, F7 1.505, C54 1.646
36 C 8.32162 -3.92662 2.46286  O19 1.425, C38 1.518, H128 1.095, H145 1.095
37 C -6.71242 -2.71461 0.49118  C60 1.518, H77 1.095, H98 1.094, H129 1.094
38 C 8.06027 -5.22511 1.72026  C36 1.518, H91 1.094, H126 1.094, H141 1.095
39 C 5.62205 8.58427 -2.21008  C27 1.518, H79 1.094, H87 1.094, H133 1.095
40 C -2.98135 -9.56634 -3.85448  O16 1.425, C63 1.518, H84 1.095, H89 1.095
41 C 3.71300 1.07062 1.36772  N24 1.548, C57 1.673, H106 1.178, H134 1.182
42 C -5.45066 -2.84014 -2.22691  O13 1.425, C48 1.518, H71 1.095, H131 1.095
43 C -3.71368 0.92705 -7.70995  C53 1.518, H74 1.094, H99 1.095, H100 1.094
44 C -3.93142 0.48499 -4.04663  C29 1.518, H72 1.094, H82 1.095, H109 1.094
45 C 3.58968 3.73595 2.90408  F4 1.502, C51 1.671, C65 1.669, H136 1.193
46 C 0.72460 3.63922 2.52475  C28 1.636, C51 1.674, C61 1.670
47 C -0.88590 -3.96301 -7.85765  O18 1.425, C59 1.518, H94 1.095, H95 1.095
48 C -6.49467 -2.27255 -3.17214  C42 1.518, H68 1.095, H120 1.094, H130 1.094
49 C 3.80400 6.74772 -0.69143  O15 1.425, C56 1.518, H73 1.095, H139 1.095
50 C -0.78973 5.86435 5.25193  O14 1.480, H103 1.183, H105 1.190, H137 1.185
51 C 2.23972 2.96676 2.28893  N24 1.508, C45 1.671, C46 1.674
52 C -0.54351 -3.58925 -4.90341  C64 1.518, H67 1.094, H75 1.094, H92 1.095
53 C -2.66967 0.35945 -6.76471  O21 1.425, C43 1.518, H96 1.095, H132 1.095
54 C -4.52345 2.41965 3.89106  F8 1.511, F11 1.511, C31 1.638, C35 1.646
55 C 3.77929 2.76246 8.80030  O12 1.425, C33 1.518, H108 1.095, H146 1.095
56 C 4.39551 5.36171 -0.87836  C49 1.518, H93 1.094, H118 1.094, H124 1.095
57 C 3.61092 -0.34434 0.48080  O17 1.359, C41 1.673, H112 1.171
58 C 1.57461 4.54502 7.82750  C30 1.518, H107 1.094, H110 1.094, H144 1.095
59 C -1.09194 -5.45557 -8.04646  C47 1.518, H90 1.095, H97 1.094, H116 1.094
60 C -6.12175 -1.55188 -0.28665  O13 1.425, C37 1.518, H113 1.095, H135 1.095
61 C -0.55807 2.77990 1.88744  S2 1.862, C26 1.674, C46 1.670
62 C -4.09408 -6.78442 -3.99054  C32 1.518, H80 1.095, H86 1.094, H122 1.094
63 C -4.12592 -10.46933 -4.27890  C40 1.518, H70 1.094, H104 1.094, H149 1.095
64 C -1.84942 -3.83775 -5.63718  O18 1.425, C52 1.518, H119 1.095, H121 1.095
65 C 4.26785 2.89210 4.17372  C45 1.669, H111 1.177, H143 1.192, H148 1.183
66 H 5.99455 -2.06955 3.80089  C25 1.095
67 H 0.26723 -4.19777 -5.31447  C52 1.094
68 H -6.19124 -1.28705 -3.53924  C48 1.095
69 H 5.93639 -3.63970 1.15333  C34 1.095
70 H -5.06962 -9.91879 -4.33285  C63 1.094
71 H -5.77386 -3.79888 -1.80866  C42 1.095
72 H -4.48387 -0.19367 -4.70283  C44 1.094
73 H 3.40658 7.13969 -1.63402  C49 1.095
74 H -4.67999 1.04711 -7.21156  C43 1.094
75 H -0.64574 -3.84134 -3.84334  C52 1.094
76 H -4.11910 2.20409 -5.35798  C29 1.095
77 H -5.92257 -3.29870 0.97434  C37 1.095
78 H -2.88893 2.34890 -4.11441  C29 1.095
79 H 6.55645 8.90436 -2.68143  C39 1.094
80 H -3.22661 -6.32620 -3.50474  C62 1.095
81 H -2.59827 1.03273 -0.21739  P3 1.439
82 H -3.14158 -0.09910 -3.56346  C44 1.095
83 H 6.48004 8.66501 -0.25454  C27 1.095
84 H -2.08588 -10.18082 -3.71162  C40 1.095
85 H 1.08524 2.50868 8.39509  C30 1.095
86 H -4.77300 -5.99420 -4.32375  C62 1.094
87 H 5.13322 7.87593 -2.88526  C39 1.094
88 H 6.51025 7.05528 -0.95246  C27 1.095
89 H -3.18843 -9.09006 -2.89072  C40 1.095
90 H -2.12757 -5.67118 -8.32830  C59 1.095
91 H 8.66335 -6.03512 2.14049  C38 1.094
92 H -0.24230 -2.54063 -4.99114  C52 1.095
93 H 5.18364 5.36385 -1.63680  C56 1.094
94 H -1.00514 -3.46879 -8.82796  C47 1.095
95 H 0.13269 -3.74290 -7.51991  C47 1.095
96 H -1.75560 0.15814 -7.33375  C53 1.095
97 H -0.42512 -5.83927 -8.82398  C59 1.094
98 H -7.40441 -2.35168 1.25659  C37 1.094
99 H -3.41024 1.91254 -8.07704  C43 1.095
100 H -3.85960 0.25963 -8.56494  C43 1.094
101 H 4.52351 -2.73645 3.05030  C25 1.094
102 H 2.25577 2.49616 10.32352  C33 1.094
103 H -1.78478 6.17390 4.69184  C50 1.183
104 H -4.25610 -11.28563 -3.56164  C63 1.094
105 H -1.11872 5.52259 6.34320  C50 1.190
106 H 4.17286 0.74321 2.40142  C41 1.178
107 H 0.54109 4.88194 7.70074  C58 1.094
108 H 4.77591 2.35623 8.59606  C55 1.095
109 H -4.62341 0.84791 -3.28122  C44 1.094
110 H 1.90258 4.84328 8.82752  C58 1.094
111 H 5.20487 2.25983 3.84588  C65 1.177
112 H 3.85998 -0.41976 -0.66118  C57 1.171
113 H -5.66992 -0.85070 0.42340  C60 1.095
114 H 1.23339 2.78254 6.66816  C30 1.095
115 H -0.78297 -0.14212 -1.05532  P3 1.470
116 H -0.88339 -6.00630 -7.12473  C59 1.094
117 H 3.89918 2.12960 10.86224  C33 1.094
118 H 3.62404 4.65574 -1.19907  C56 1.094
119 H -2.64803 -3.29094 -5.12428  C64 1.095
120 H -7.46099 -2.15248 -2.67376  C48 1.094
121 H -2.12718 -4.89622 -5.60491  C64 1.095
122 H -4.61605 -7.37741 -3.23404  C62 1.094
123 H -3.23782 -6.99208 -5.93714  C32 1.095
124 H 4.84117 5.00157 0.05445  C56 1.095
125 H -4.51695 -8.15191 -5.62190  C32 1.095
126 H 7.00911 -5.51935 1.79001  C38 1.094
127 H 5.97829 -1.89029 1.28378  C34 1.095
128 H 9.39906 -3.72920 2.45199  C36 1.095
129 H -7.26487 -3.39327 -0.16503  C37 1.094
130 H -6.64059 -2.93996 -4.02713  C48 1.094
131 H -4.53659 -3.04145 -2.79594  C42 1.095
132 H -2.99286 -0.59928 -6.34647  C53 1.095
133 H 4.96048 9.45048 -2.10986  C39 1.095
134 H 4.42383 1.76874 0.73167  C41 1.182
135 H -6.90010 -0.99550 -0.82017  C60 1.095
136 H 3.30256 4.79134 3.38113  C45 1.193
137 H -0.00857 6.75470 5.28928  C50 1.185
138 H 3.02483 0.99832 9.80016  C33 1.095
139 H 2.95525 6.67492 -0.00274  C49 1.095
140 H 1.35790 5.75585 3.43503  C28 1.168
141 H 8.29953 -5.11852 0.65731  C38 1.095
142 H -0.34691 5.64567 2.64984  C28 1.194
143 H 4.52990 3.65995 5.04716  C65 1.192
144 H 2.20931 5.06829 7.10543  C58 1.095
145 H 8.03100 -4.00669 3.51603  C36 1.095
146 H 3.91303 3.83302 8.99017  C55 1.095
147 H 5.78753 -3.81477 3.65385  C25 1.094
148 H 3.40492 2.19978 4.59373  C65 1.183
149 H -3.93812 -10.89451 -5.26986  C63 1.095

total charge	+1
spin multiplicity	1
HOMO energy	-10.85	eV
energy	-4485.33812	a.u.